# 1
The following is a DFT calculation (wB97M-V/def2-TZVPD) of 12 unconnected molecules or ions with the total composition C45H73N13O.

```
! wB97M-V def2-TZVPD RIJCOSX def2/J DEFGRID3
* xyz 0 1
C -0.226 -0.509 0.605
O 0.602 -0.568 1.479
N -1.532 -0.366 0.765
N 0.041 -0.613 -0.697
H -2.261 -0.368 0.066
H -1.823 -0.146 1.707
H -0.693 -0.597 -1.391
H 0.867 -1.141 -0.939
C 2.746 -5.534 3.357
C 1.282 -5.194 3.654
C 0.707 -4.182 2.670
C 0.874 -4.517 1.229
N 0.969 -4.719 0.129
H 2.925 -6.584 3.588
H 3.519 -4.956 3.863
H 3.015 -5.437 2.306
H 1.189 -4.609 4.569
H 0.789 -6.155 3.800
H 1.130 -3.189 2.821
H -0.345 -4.035 2.917
C 5.420 3.703 -0.346
C 4.739 2.577 0.459
C 5.623 1.377 0.747
C 6.410 0.725 -0.327
N 6.971 0.105 -1.111
H 5.612 3.361 -1.363
H 6.218 4.234 0.172
H 4.609 4.428 -0.410
H 3.898 2.141 -0.080
H 4.306 2.845 1.423
H 5.035 0.614 1.257
H 6.230 1.556 1.635
C -1.821 5.568 0.254
C -1.678 4.037 -0.011
C -2.658 3.428 -0.975
C -2.480 4.011 -2.342
N -2.413 4.463 -3.416
H -1.596 6.197 -0.607
H -1.178 5.866 1.083
H -2.797 5.916 0.593
H -1.835 3.454 0.897
H -0.697 3.731 -0.374
H -3.608 3.802 -0.591
H -2.492 2.357 -1.088
C -5.860 1.999 1.024
C -6.164 0.635 1.384
C -5.990 0.345 2.855
C -4.557 0.246 3.292
N -3.443 0.208 3.539
H -5.997 2.065 -0.055
H -4.788 2.086 1.205
H -6.510 2.679 1.575
H -5.592 -0.114 0.836
H -7.189 0.393 1.101
H -6.565 -0.545 3.111
H -6.352 1.143 3.503
C -4.904 3.689 -5.443
C -5.419 2.795 -4.304
C -5.249 1.327 -4.577
C -4.330 0.803 -5.601
N -3.613 0.366 -6.377
H -5.132 4.751 -5.347
H -5.380 3.348 -6.363
H -3.819 3.646 -5.541
H -6.475 2.930 -4.071
H -4.951 2.936 -3.330
H -6.198 0.898 -4.900
H -5.088 0.781 -3.647
C 2.648 4.984 -3.206
C 1.716 4.464 -2.095
C 1.867 2.920 -1.908
C 1.161 2.148 -2.940
N 0.692 1.548 -3.773
H 2.133 4.649 -4.107
H 3.706 4.725 -3.216
H 2.637 6.074 -3.201
H 0.681 4.727 -2.312
H 1.784 4.994 -1.145
H 1.396 2.679 -0.955
H 2.933 2.714 -2.000
C 3.844 -2.072 -3.867
C 5.129 -2.369 -3.273
C 6.253 -3.106 -4.151
C 7.527 -3.060 -3.419
N 8.592 -3.022 -2.858
H 3.909 -1.484 -4.782
H 3.313 -1.416 -3.177
H 3.312 -2.997 -4.091
H 5.104 -2.964 -2.360
H 5.506 -1.421 -2.891
H 6.478 -2.516 -5.040
H 6.135 -4.136 -4.488
N 2.406 2.166 6.290
C 2.075 1.175 7.142
C 1.052 0.339 6.617
C 0.719 0.864 5.427
C 1.547 2.028 5.206
H 3.081 2.845 6.610
H 2.649 1.188 8.057
H 0.518 -0.461 7.108
H -0.050 0.628 4.706
H 1.527 2.639 4.316
N -3.203 -6.709 0.938
C -4.510 -6.281 1.186
C -4.501 -4.960 1.388
C -3.151 -4.595 1.257
C -2.386 -5.672 0.881
H -2.948 -7.633 0.619
H -5.381 -6.913 1.084
H -5.336 -4.299 1.567
H -2.797 -3.585 1.403
H -1.358 -5.718 0.554
N 2.998 -1.157 2.509
C 3.902 -0.604 3.488
C 4.964 -1.479 3.358
C 4.777 -2.426 2.393
C 3.552 -2.237 1.864
H 2.099 -0.800 2.216
H 3.752 0.211 4.181
H 5.912 -1.503 3.875
H 5.468 -3.201 2.099
H 3.117 -2.755 1.022
N -3.868 -1.710 -1.055
C -3.945 -0.469 -1.657
C -3.001 -0.414 -2.673
C -2.501 -1.694 -2.750
C -2.856 -2.391 -1.621
H -4.543 -2.106 -0.416
H -4.725 0.255 -1.474
H -2.826 0.370 -3.395
H -1.828 -2.042 -3.520
H -2.880 -3.446 -1.392
*
```

Properties
Total energy   -2545.3610 Eh
SMILES   c1cc[nH]c1.c1cc[nH]c1.c1cc[nH]c1.c1cc[nH]c1.NC(N)=O.CCCC#N.CCCC#N.CCCC#N.CCCC#N.CCCC#N.CCCC#N.CCCC#N
Orbital gap   7.8 eV
Maximum force   5.92 eV/A

---

# 2
The following is a DFT calculation (wB97M-V/def2-TZVPD) of a molecular structure, C45H78AlB3BrCl2F6N4NaO13S2Si2.

```
! wB97M-V def2-TZVPD RIJCOSX def2/J DEFGRID3
* xyz 0 1
C -3.127 3.384 -2.033
C -2.758 2.106 -3.012
C -3.882 0.895 -2.954
C -3.100 -0.545 -3.129
C -4.098 -1.856 -3.086
C -4.822 -2.011 -1.606
C -4.176 -3.192 -0.671
C -2.568 -3.059 -0.387
C -1.622 -4.307 -0.974
C -0.010 -4.255 -0.689
C 0.770 -3.031 0.141
C -0.190 -1.791 0.724
N 0.534 -0.713 1.493
C 0.694 0.573 0.722
O 0.941 1.787 1.219
F 0.623 0.458 -0.783
C 0.010 -0.516 2.894
O 0.203 -1.534 3.774
F -0.746 0.650 3.408
C -1.839 -1.825 0.455
C -2.837 -0.650 1.052
C -2.663 0.809 0.252
N 2.293 -3.047 0.356
C 3.033 -2.714 -0.925
O 4.122 -3.477 -1.215
O 2.714 -1.625 -1.862
C 2.765 -4.369 0.917
C 2.308 -5.835 0.253
C 2.765 -7.288 0.859
C 2.225 -8.680 0.144
B 3.408 -9.572 -0.573
O 4.587 -9.006 -1.266
O 3.277 -11.059 -0.478
C 3.731 -7.250 2.211
C 4.225 -8.659 2.959
C 3.456 -8.630 4.444
O 2.115 -8.459 4.398
Br 4.491 -8.796 6.186
C 4.233 -5.798 2.862
S 5.373 -5.698 4.391
C 3.769 -4.325 2.236
B 4.325 -2.947 2.948
C 3.411 -1.774 3.650
O 5.810 -2.744 2.936
S 1.156 -5.658 -1.263
H -4.191 3.223 -1.525
H -3.161 4.396 -2.629
H -2.354 3.479 -1.131
H -2.577 2.499 -4.107
H -1.714 1.665 -2.654
H -4.558 0.966 -1.994
H -4.601 1.052 -3.886
H -2.233 -0.721 -2.363
H -2.595 -0.527 -4.206
H -4.946 -1.743 -3.905
H -3.458 -2.823 -3.358
H -4.904 -0.976 -1.061
H -5.945 -2.344 -1.836
H -4.394 -4.246 -1.170
H -4.718 -3.151 0.376
H -2.089 -5.216 -1.562
H -2.699 -0.512 2.230
H -3.994 -0.913 0.923
H -2.015 0.696 -0.720
H -3.707 1.335 0.073
H -2.044 1.521 0.975
H 1.643 -9.267 1.003
H 1.401 -8.480 -0.693
H 5.390 -9.510 -0.939
H 2.922 -11.232 0.463
H 5.389 -8.740 3.056
H 3.787 -9.624 2.416
H 6.581 -5.048 4.048
H 2.784 -1.211 2.807
H 2.742 -2.141 4.544
H 4.159 -0.955 4.071
H 6.049 -2.435 1.994
O 7.484 -0.475 8.187
Si 6.014 -0.353 7.372
C 6.197 0.794 5.890
C 4.696 0.349 8.520
C 5.398 -2.011 6.739
Si 8.547 0.572 8.970
C 10.044 -0.312 9.679
C 7.665 1.436 10.393
C 9.172 1.877 7.764
H 6.401 1.817 6.216
H 5.280 0.802 5.293
H 7.023 0.464 5.253
H 4.634 -0.245 9.437
H 3.717 0.337 8.032
H 4.930 1.381 8.792
H 5.241 -2.711 7.566
H 6.113 -2.454 6.040
H 4.445 -1.886 6.216
H 9.746 -1.060 10.418
H 10.702 0.410 10.175
H 10.618 -0.807 8.891
H 6.880 2.097 10.016
H 8.370 2.039 10.973
H 7.207 0.699 11.060
H 8.354 2.524 7.436
H 9.611 1.401 6.882
H 9.937 2.504 8.238
Na -0.185 -8.097 4.897
O 8.896 -2.544 12.179
H 8.668 -3.274 12.774
H 8.541 -2.821 11.321
B 5.133 -2.466 -4.546
F 3.772 -2.943 -4.357
F 6.070 -3.483 -4.099
F 5.357 -2.185 -5.954
F 5.332 -1.251 -3.772
C -2.503 5.871 -5.475
O -1.626 4.789 -5.222
H -3.512 5.482 -5.630
H -2.504 6.549 -4.618
H -2.178 6.403 -6.373
H -0.740 5.165 -5.088
Al -2.700 7.937 -3.739
C -8.870 6.333 -5.797
O -8.419 6.144 -4.462
C -9.493 5.936 -3.536
C -9.439 4.507 -2.973
N -9.797 3.522 -3.999
C -9.529 2.137 -3.598
C -8.054 1.741 -3.385
O -7.273 1.758 -4.582
C -6.707 3.023 -4.896
H -8.005 6.596 -6.413
H -9.310 5.415 -6.192
H -9.592 7.153 -5.850
H -10.473 6.156 -3.979
H -9.339 6.641 -2.712
H -10.136 4.424 -2.132
H -8.425 4.334 -2.600
H -9.269 3.720 -4.847
H -9.939 1.497 -4.389
H -10.097 1.911 -2.687
H -8.046 0.700 -3.043
H -7.571 2.319 -2.590
H -6.468 3.610 -4.005
H -7.377 3.580 -5.552
H -5.780 2.851 -5.452
Cl 3.711 0.242 -1.433
Cl -6.212 5.189 -5.815
C -3.530 8.575 -10.936
C -2.332 8.975 -10.082
C -2.296 8.255 -8.732
C -3.545 8.594 -7.936
N -4.582 8.875 -7.276
H -4.477 8.843 -10.456
H -3.499 9.092 -11.900
H -3.533 7.496 -11.128
H -2.355 10.060 -9.923
H -1.412 8.750 -10.632
H -1.413 8.565 -8.164
H -2.244 7.170 -8.877
*
```

Properties
Total energy   -8905.9669 Eh
Orbital gap   3.1 eV
Maximum force   9.99 eV/A